1.
Formula: C3H7ClS
Source: the Open Molecules 2025 dataset
Level of theory: the ωB97M-V functional and the def2-TZVPD basis

Output
LUMO (spin up / spin down) = 0.93 / -2.25 eV
ΔE to the lowest compared entry with this formula, charge and spin = 13.9 kcal/mol
2S+1 = 3
charge = 0
Kohn-Sham gap (spin up / spin down) = 0.25204 / 0.29063 Ha
E = -976.7282 hartree

Cartesian coordinates (Å):
C -2.330 0.522 -0.351
C -2.563 -0.748 -0.603
C 2.867 0.289 0.095
S 1.171 -0.326 0.306
Cl 1.099 -0.529 2.319
H -1.722 1.141 -0.987
H -2.740 1.005 0.523
H -3.173 -1.351 0.049
H -2.152 -1.243 -1.466
H 3.578 -0.524 0.220
H 2.917 0.680 -0.917
H 3.048 1.085 0.812

=====

2.
Formula: C3H7ClS2Si
Source: the Open Molecules 2025 dataset
Level of theory: the ωB97M-V functional and the def2-TZVPD basis

Output
LUMO = 0.01 eV
ΔE to the lowest compared entry with this formula, charge and spin = 29.5 kcal/mol
charge = 0
Kohn-Sham gap = 0.34408 Ha
E = -1664.6211 hartree

Cartesian coordinates (Å):
C -1.415 -0.235 1.162
C -0.931 1.228 1.380
C 1.558 -0.663 -2.077
Si 1.092 -0.157 -0.373
S 0.110 -1.405 1.068
S 0.031 1.690 -0.105
Cl 3.377 0.342 1.057
H -1.924 -0.751 2.027
H -1.945 -0.429 0.169
H -1.907 1.773 1.377
H -0.510 1.354 2.360
H 0.669 -0.605 -2.643
H 2.261 0.045 -2.492
H 1.928 -1.713 -2.113

=====

3.
Formula: C3H7FN2O
Source: the Open Molecules 2025 dataset
Level of theory: the ωB97M-V functional and the def2-TZVPD basis

Output
LUMO = 0.69 eV
ΔE to the lowest compared entry with this formula, charge and spin = 34.9 kcal/mol
charge = 0
Kohn-Sham gap = 0.39302 Ha
E = -403.0538 hartree
SMILES = [H]/N=C(/CCF)NO

Cartesian coordinates (Å):
C -0.162 -0.408 0.315
C 0.946 0.350 -0.442
C 0.388 0.816 -1.744
H -1.645 -0.383 2.789
H 0.739 -0.860 2.036
H -1.777 -1.368 0.318
H 1.209 1.248 0.102
H 1.935 -0.157 -0.615
H -0.579 1.324 -1.605
H 0.178 0.058 -2.501
N -0.096 -0.359 1.727
N -1.116 -0.995 -0.352
O -1.171 -1.089 2.302
F 1.151 1.823 -2.330

=====

4.
Formula: C3H7FN3
Source: the Open Molecules 2025 dataset
Level of theory: the ωB97M-V functional and the def2-TZVPD basis

Output
LUMO = -4.23 eV
ΔE to the lowest compared entry with this formula, charge and spin = 65.7 kcal/mol
charge = +1
Kohn-Sham gap = 0.38337 Ha
E = -382.2885 hartree
SMILES = [H]/N=C1\N[NH2+]C[C@@H]1F

Cartesian coordinates (Å):
C -0.312 0.585 -0.935
C 0.419 0.064 1.297
C -0.636 0.851 0.517
N -0.575 1.374 -1.841
N 0.502 -0.525 -0.962
N 0.555 -1.117 0.318
F -1.895 0.323 0.772
H 1.196 0.729 1.639
H -0.065 -0.408 2.253
H -0.635 1.901 0.686
H -0.483 0.929 -2.706
H 0.755 -1.112 -1.857
H 1.462 -1.731 0.257
H -0.288 -1.863 0.562

=====

5.
Formula: C3H7FN4
Source: the Open Molecules 2025 dataset
Level of theory: the ωB97M-V functional and the def2-TZVPD basis

Output
LUMO = 0.81 eV
ΔE to the lowest compared entry with this formula, charge and spin = 7.4 kcal/mol
charge = 0
Kohn-Sham gap = 0.33139 Ha
E = -437.4030 hartree
SMILES = [H]/N=C(/N)C(F)=C(N)N

Cartesian coordinates (Å):
C 1.084 -0.020 -0.054
C -0.139 -0.573 -0.243
C -1.447 0.093 -0.170
H 3.004 -0.358 -0.493
H 2.093 -1.746 -0.235
H 0.471 1.839 0.397
H 2.073 1.512 0.730
H -3.298 -0.223 0.546
H -2.186 -1.468 0.904
H -0.896 1.718 -0.974
N 2.240 -0.774 0.030
N 1.303 1.350 0.084
N -2.452 -0.726 0.268
N -1.676 1.333 -0.454
F -0.177 -1.956 -0.334

=====

6.
Formula: C3H7FN4
Source: the Open Molecules 2025 dataset
Level of theory: the ωB97M-V functional and the def2-TZVPD basis

Output
LUMO = -8.49 eV
ΔE to the lowest compared entry with this formula, charge and spin = 40.4 kcal/mol
charge = +2
Kohn-Sham gap = 0.36487 Ha
E = -436.6215 hartree

Cartesian coordinates (Å):
C 0.911 0.140 -0.444
C -1.811 0.799 2.366
C -0.668 -1.194 -1.733
N 0.111 0.248 0.548
N 0.112 -0.216 -1.723
N -1.369 0.007 3.046
N 2.108 0.445 -0.889
F -2.577 1.445 1.692
H -1.335 -1.435 -2.576
H -0.814 -1.820 -0.795
H 0.540 0.477 1.530
H 0.082 0.432 -2.498
H -0.619 -0.404 3.592
H 2.883 0.685 -0.316
H 2.446 0.391 -1.801

=====

7.
Formula: C3H7FNO
Source: the Open Molecules 2025 dataset
Level of theory: the ωB97M-V functional and the def2-TZVPD basis

Output
LUMO = -4.09 eV
ΔE to the lowest compared entry with this formula, charge and spin = 52.6 kcal/mol
charge = +1
Kohn-Sham gap = 0.38250 Ha
E = -348.0173 hartree

Cartesian coordinates (Å):
C 2.667 -0.773 -0.012
C 0.679 -1.059 -0.768
C -0.160 0.134 -0.477
N -0.174 0.600 0.957
O 3.463 -1.662 0.043
F 2.725 0.411 0.704
H 0.418 -1.938 -0.268
H 0.870 -1.124 -1.893
H 0.059 0.991 -1.067
H -1.192 -0.226 -0.777
H -0.756 1.362 0.943
H 0.683 1.239 1.105
H -0.364 -0.169 1.595

=====

8.
Formula: C3H7FNO
Source: the Open Molecules 2025 dataset
Level of theory: the ωB97M-V functional and the def2-TZVPD basis

Output
LUMO (spin up / spin down) = -10.07 / -10.06 eV
ΔE to the lowest compared entry with this formula, charge and spin = 131.7 kcal/mol
charge = +1
Kohn-Sham gap (spin up / spin down) = 0.25449 / 0.25471 Ha
E = -347.8913 hartree

Cartesian coordinates (Å):
C 0.628 1.191 -0.670
C -0.764 0.189 1.146
C -0.145 -1.114 -0.815
N -0.078 0.053 -0.066
O 1.058 1.103 -1.762
F 1.933 0.200 0.872
H 0.661 2.059 -0.003
H -0.681 -0.717 1.759
H -0.425 1.060 1.711
H -1.843 0.312 0.955
H 0.784 -1.710 -0.742
H -0.962 -1.765 -0.496
H -0.168 -0.860 -1.889

=====

9.
Formula: C3H7FO
Source: the Open Molecules 2025 dataset
Level of theory: the ωB97M-V functional and the def2-TZVPD basis

Output
LUMO = 0.57 eV
ΔE to the lowest compared entry with this formula, charge and spin = 128.8 kcal/mol
charge = 0
Kohn-Sham gap = 0.39272 Ha
E = -293.3884 hartree

Cartesian coordinates (Å):
C 0.890 -0.455 0.119
C 0.012 0.977 0.358
C -1.448 0.479 -0.410
H 2.877 0.483 0.549
H -0.012 -1.048 -0.875
H 0.728 -1.036 1.284
H 0.535 1.672 -0.130
H -0.022 1.336 1.330
H -1.333 0.660 -1.537
H -2.395 1.189 -0.181
O 2.395 -0.238 -0.317
F -1.806 -0.817 0.188

=====

10.
Formula: C3H7FO
Source: the Open Molecules 2025 dataset
Level of theory: the ωB97M-V functional and the def2-TZVPD basis

Output
LUMO = 0.86 eV
ΔE to the lowest compared entry with this formula, charge and spin = 84.7 kcal/mol
charge = 0
Kohn-Sham gap = 0.40498 Ha
E = -293.4588 hartree
SMILES = C[C@H](O)CF

Cartesian coordinates (Å):
C 1.088 -0.372 1.089
C -0.302 0.124 0.701
C -0.147 1.110 -0.312
H 1.981 -0.487 0.258
H 1.428 0.250 2.194
H 0.935 -1.648 1.422
H -1.067 0.354 1.590
H -0.734 -0.961 -1.010
H -1.156 1.407 -0.827
H 0.356 2.195 -0.447
O -1.059 -1.057 0.078
F 0.321 0.241 -1.407

=====

11.
Formula: C3H7FO
Source: the Open Molecules 2025 dataset
Level of theory: the ωB97M-V functional and the def2-TZVPD basis

Output
LUMO = 0.99 eV
ΔE to the lowest compared entry with this formula, charge and spin = 28.8 kcal/mol
charge = 0
Kohn-Sham gap = 0.42006 Ha
E = -293.5478 hartree
SMILES = C[C@H](O)CF

Cartesian coordinates (Å):
C -1.119 -0.534 -0.439
C -0.360 0.399 0.433
C 1.034 -0.224 0.572
H -0.356 -0.755 -1.256
H -1.495 -1.545 -0.042
H -1.987 0.120 -0.905
H -0.847 0.399 1.373
H 0.761 1.559 -0.754
H 1.805 0.152 1.361
H 1.069 -1.385 0.474
O -0.150 1.724 -0.137
F 1.646 0.091 -0.682

=====

12.
Formula: C3H7FO2
Source: the Open Molecules 2025 dataset
Level of theory: the ωB97M-V functional and the def2-TZVPD basis

Output
LUMO = 0.71 eV
ΔE to the lowest compared entry with this formula, charge and spin = 42.8 kcal/mol
charge = 0
Kohn-Sham gap = 0.39621 Ha
E = -368.7596 hartree

Cartesian coordinates (Å):
C -1.530 0.932 0.199
C 1.889 -0.158 -0.429
C -0.486 0.011 -0.382
O -0.951 -1.744 0.142
O 0.662 0.308 0.129
F -0.471 -0.091 -1.781
H -2.467 0.674 -0.254
H -1.761 0.762 1.185
H -1.134 1.857 0.117
H 2.452 0.733 -0.626
H 1.913 -0.999 -1.090
H 2.381 -0.644 0.536
H -0.051 -2.060 0.075

=====

13.
Formula: C3H7FOS
Source: the Open Molecules 2025 dataset
Level of theory: the ωB97M-V functional and the def2-TZVPD basis

Output
LUMO = 0.78 eV
ΔE to the lowest compared entry with this formula, charge and spin = 21.7 kcal/mol
charge = 0
Kohn-Sham gap = 0.37530 Ha
E = -691.7642 hartree
SMILES = OC[C@@H](F)CS

Cartesian coordinates (Å):
C 1.306 -0.811 0.211
C 0.527 0.525 0.571
C -0.920 0.340 0.866
H 2.597 0.320 -0.701
H 1.241 -1.569 1.050
H 0.665 -1.340 -0.578
H 0.951 1.076 1.424
H -1.493 1.321 0.927
H -1.060 -0.163 1.873
H -1.761 -1.592 -0.278
O 2.606 -0.542 -0.225
F 0.674 1.217 -0.654
S -2.096 -0.312 -0.370

=====

14.
Formula: C3H7FS
Source: the Open Molecules 2025 dataset
Level of theory: the ωB97M-V functional and the def2-TZVPD basis

Output
LUMO = 0.82 eV
ΔE to the lowest compared entry with this formula, charge and spin = 50.4 kcal/mol
charge = 0
Kohn-Sham gap = 0.37488 Ha
E = -616.4625 hartree

Cartesian coordinates (Å):
C -0.634 0.112 1.609
C 0.219 -1.291 -0.845
C 0.826 -0.474 0.245
F 1.776 -1.151 1.084
S 1.604 1.091 -0.432
H -1.209 0.951 1.224
H -1.166 -0.884 1.706
H -0.123 0.238 2.630
H 0.325 -2.384 -0.705
H -0.934 -1.042 -0.846
H 0.588 -0.809 -1.736
H 1.257 1.727 0.684

=====

15.
Formula: C3H7FSi
Source: the Open Molecules 2025 dataset
Level of theory: the ωB97M-V functional and the def2-TZVPD basis

Output
LUMO = -1.00 eV
ΔE to the lowest compared entry with this formula, charge and spin = 52.0 kcal/mol
charge = 0
Kohn-Sham gap = 0.28593 Ha
E = -507.7035 hartree

Cartesian coordinates (Å):
C 2.560 0.110 0.053
C 2.200 -0.428 1.223
C -2.361 -0.309 -0.720
F -2.305 -1.403 0.142
Si -2.631 1.424 0.273
H 1.988 -0.199 -0.834
H 3.367 0.908 -0.178
H 1.284 -1.026 1.307
H -3.121 -0.549 -1.401
H -1.368 -0.301 -1.072
H 2.877 -0.425 2.050
H -2.491 2.198 -0.843

=====

16.
Formula: C3H7GdO2
Source: the Open Molecules 2025 dataset
Level of theory: the ωB97M-V functional and the def2-TZVPD basis

Output
LUMO (spin up / spin down) = -5.29 / -6.15 eV
2S+1 = 9
charge = +1
Kohn-Sham gap (spin up / spin down) = 0.30969 / 0.27100 Ha
E = -1034.1963 hartree

Cartesian coordinates (Å):
C -1.094 -1.957 -0.028
C -2.098 -0.835 0.076
O -1.335 0.394 0.340
C -1.848 1.647 -0.015
Gd 0.832 -0.593 0.061
H -1.182 -2.663 0.809
H -1.202 -2.514 -0.969
H -2.750 -0.899 0.962
H -2.721 -0.681 -0.819
H -0.583 2.162 -0.548
H -2.809 1.609 -0.543
O 1.039 1.459 -0.723
H -1.937 2.257 0.892

=====

17.
Formula: C3H7I
Source: the Open Molecules 2025 dataset
Level of theory: the ωB97M-V functional and the def2-TZVPD basis

Output
LUMO = 0.66 eV
ΔE to the lowest compared entry with this formula, charge and spin = 30.5 kcal/mol
charge = 0
Kohn-Sham gap = 0.34811 Ha
E = -416.1230 hartree

Cartesian coordinates (Å):
C 1.239 -0.466 0.819
C -1.160 0.373 -0.913
C 0.083 0.912 -0.305
I 1.497 1.678 -1.716
H 1.969 0.153 1.299
H 0.489 -0.898 1.457
H 1.621 -1.142 0.073
H -1.673 1.193 -1.432
H -1.828 -0.005 -0.138
H -0.958 -0.410 -1.640
H -0.071 1.660 0.463

=====

18.
Formula: C3H7I
Source: the Open Molecules 2025 dataset
Level of theory: the ωB97M-V functional and the def2-TZVPD basis

Output
LUMO (spin up / spin down) = 0.89 / -3.30 eV
ΔE to the lowest compared entry with this formula, charge and spin = 0.0 kcal/mol
2S+1 = 3
charge = 0
Kohn-Sham gap (spin up / spin down) = 0.26300 / 0.24461 Ha
E = -416.0403 hartree

Cartesian coordinates (Å):
C 0.063 -0.912 0.852
C -0.217 1.184 -0.387
C 0.348 -0.151 -0.398
I -0.411 -1.693 -2.255
H -1.038 -1.340 0.742
H 0.801 -1.630 1.172
H 0.062 -0.183 1.688
H -1.400 1.256 -0.327
H 0.155 1.889 -1.165
H 0.246 1.517 0.610
H 1.390 0.063 -0.531

=====

19.
Formula: C3H7IN
Source: the Open Molecules 2025 dataset
Level of theory: the ωB97M-V functional and the def2-TZVPD basis

Output
LUMO = -6.10 eV
ΔE to the lowest compared entry with this formula, charge and spin = 89.7 kcal/mol
charge = +1
Kohn-Sham gap = 0.31688 Ha
E = -470.5603 hartree

Cartesian coordinates (Å):
C 1.125 -0.734 0.789
C 0.149 1.232 0.066
C -1.323 -1.570 -0.697
N 0.196 -0.134 0.261
I -0.688 -3.481 -0.383
H 1.103 -1.780 0.685
H 1.975 -0.307 1.409
H -0.790 1.876 -0.072
H 0.489 1.346 -1.012
H 1.032 1.767 0.543
H -2.309 -1.405 -0.303
H -1.191 -1.154 -1.676

=====

20.
Formula: C3H7IN
Source: the Open Molecules 2025 dataset
Level of theory: the ωB97M-V functional and the def2-TZVPD basis

Output
LUMO (spin up / spin down) = -4.96 / -4.83 eV
ΔE to the lowest compared entry with this formula, charge and spin = 100.2 kcal/mol
charge = +1
Kohn-Sham gap (spin up / spin down) = 0.30000 / 0.29860 Ha
E = -470.5436 hartree

Cartesian coordinates (Å):
C -0.488 -0.440 -1.233
C 0.778 -0.675 -0.366
C -0.700 0.950 0.603
N 0.588 0.207 0.869
I -2.307 0.822 1.868
H -0.427 0.172 -2.014
H -1.315 -1.193 -1.391
H 0.931 -1.774 -0.048
H 1.788 -0.311 -0.884
H -0.582 1.827 -0.038
H 0.507 -0.522 1.613
H 1.228 0.935 1.019